1.
The following is a DFT calculation (ωB97M-V/def2-TZVPD) of a single C5H15N3 molecule in a non-equilibrium geometry.

F_max: 0.080 hartree/bohr
SMILES: CNC[C@H](N)CCN
molar mass: 117.2 g mol⁻¹
multiplicity: 1
total charge: 0
HOMO: -8.49 eV
E_LUMO: 0.040 Ha

Atoms and positions in Å:
C -1.56 -1.32 -2.57
N -1.08 0.06 -2.13
C -1.01 0.02 -0.67
C 0.40 -0.47 -0.15
N 0.12 -1.49 0.98
C 1.21 0.76 0.34
C 0.65 1.40 1.54
N 1.40 0.81 2.79
H -1.01 -2.23 -2.30
H -2.57 -1.27 -2.16
H -1.67 -1.32 -3.67
H -1.69 0.71 -2.77
H -1.93 -0.48 -0.13
H -1.18 1.11 -0.25
H 1.02 -0.89 -1.02
H 0.56 -2.43 0.78
H 0.47 -1.09 1.83
H 1.40 1.67 -0.49
H 2.26 0.52 0.59
H -0.38 1.45 1.92
H 0.78 2.50 1.38
H 1.44 1.47 3.51
H 2.36 0.52 2.65

Calculated atomic charges, method Mulliken, unit e: number 1, C, carries -0.98; number 2, N, carries -0.44; number 3, C, carries -0.71; number 4, C, carries 0.49; number 5, N, carries -0.68; number 6, C, carries -1.01; number 7, C, carries -0.49; number 8, N, carries -0.59; number 9, H, carries 0.25; number 10, H, carries 0.40; number 11, H, carries 0.32; number 12, H, carries 0.29; number 13, H, carries 0.29; number 14, H, carries 0.28; number 15, H, carries 0.28; number 16, H, carries 0.24; number 17, H, carries 0.32; number 18, H, carries 0.27; number 19, H, carries 0.44; number 20, H, carries 0.29; number 21, H, carries 0.33; number 22, H, carries 0.21; number 23, H, carries 0.18

2.
The following is a DFT calculation (ωB97M-V/def2-TZVPD) of a single C10H15N molecule in a non-equilibrium geometry.

F_max: 0.087 hartree/bohr
SMILES: CC1(C)C=CC=CN2C[C@]21C
molar mass: 149.2 g mol⁻¹
multiplicity: 1
total charge: 0
HOMO: -8.05 eV
E_LUMO: 0.031 Ha

Atoms and positions in Å:
C -1.45 1.23 1.17
C -0.52 0.76 0.04
C -0.88 1.26 -1.31
C 0.91 1.46 0.22
C 2.24 1.24 0.20
C 2.92 0.00 -0.15
C 2.16 -1.15 -0.10
N 0.70 -1.49 0.01
C -0.02 -1.62 1.22
C -0.70 -0.86 0.12
C -1.71 -1.69 -0.68
H -2.38 0.72 0.88
H -1.63 2.35 1.25
H -1.06 0.86 2.06
H -0.23 0.73 -2.17
H -0.80 2.30 -1.58
H -1.85 1.10 -1.70
H 0.61 2.45 0.45
H 2.86 2.15 -0.03
H 4.03 0.03 -0.22
H 2.57 -2.16 -0.36
H 0.29 -1.20 2.12
H -0.39 -2.63 1.58
H -1.20 -2.00 -1.66
H -2.64 -1.24 -1.16
H -1.86 -2.62 -0.20

Calculated atomic charges, method Mulliken, unit e: number 1, C, carries -1.79; number 2, C, carries 1.93; number 3, C, carries -1.77; number 4, C, carries -0.60; number 5, C, carries -0.54; number 6, C, carries -0.34; number 7, C, carries -0.36; number 8, N, carries -0.25; number 9, C, carries -0.93; number 10, C, carries 1.20; number 11, C, carries -1.62; number 12, H, carries 0.41; number 13, H, carries 0.39; number 14, H, carries 0.44; number 15, H, carries 0.32; number 16, H, carries 0.44; number 17, H, carries 0.44; number 18, H, carries 0.33; number 19, H, carries 0.21; number 20, H, carries 0.34; number 21, H, carries 0.27; number 22, H, carries 0.25; number 23, H, carries 0.21; number 24, H, carries 0.31; number 25, H, carries 0.29; number 26, H, carries 0.44

3.
The following is a DFT calculation (ωB97M-V/def2-TZVPD) of a molecular structure, C28H27N6O10S3Ti.

F_max: 0.014 hartree/bohr
molar mass: 751.6 g mol⁻¹
multiplicity: 1
total charge: +1
HOMO: -10.95 eV
E_LUMO: -0.146 Ha

Atoms and positions in Å:
Ti 1.10 -0.14 -0.48
O 5.17 0.08 3.06
C 4.05 0.20 3.78
C 4.19 0.25 5.17
C 3.08 0.38 5.98
C 1.80 0.45 5.43
C 1.65 0.41 4.06
C 2.76 0.29 3.21
C 2.55 0.26 1.77
O 1.32 0.44 1.32
N 3.54 0.07 0.95
N 3.12 0.05 -0.40
C 4.11 0.07 -1.25
S 5.75 0.09 -0.72
C 6.44 0.42 -2.36
C 5.56 -0.26 -3.38
S 3.83 0.10 -2.96
H 4.93 0.03 2.11
H 5.18 0.19 5.58
H 3.21 0.41 7.05
H 0.93 0.54 6.07
H 0.67 0.47 3.61
H 7.45 0.02 -2.37
H 6.48 1.50 -2.51
H 5.70 -1.34 -3.39
H 5.73 0.14 -4.38
O 0.30 -0.54 -4.41
C -0.02 -0.38 -3.27
O 0.87 -0.30 -2.28
C -1.45 -0.26 -2.81
C -2.40 -0.26 -3.83
C -3.74 -0.19 -3.52
C -4.21 -0.11 -2.23
C -3.26 -0.10 -1.23
C -1.90 -0.18 -1.49
O -1.06 -0.15 -0.38
N -3.68 0.12 0.15
O -4.82 -0.82 0.42
O -3.95 1.35 0.38
N -4.73 -0.19 -4.63
O -5.90 -0.20 -4.32
O -4.29 -0.19 -5.76
H -2.07 -0.33 -4.85
H -5.26 -0.05 -2.00
C -1.62 3.09 2.25
N -0.63 2.60 1.30
C -0.69 2.75 -0.02
S 0.70 2.39 -0.99
N -1.82 3.19 -0.55
C -2.10 3.38 -1.97
H -1.30 2.81 3.25
H -2.60 2.63 2.07
H -1.70 4.18 2.20
H 0.29 2.35 1.65
H -2.63 3.21 0.05
H -1.29 2.96 -2.56
H -2.20 4.45 -2.19
H -3.04 2.88 -2.20
C 0.35 -4.21 -0.45
C -0.07 -2.84 -0.04
O 0.91 -1.91 -0.06
C -1.31 -2.46 0.33
C -2.47 -3.35 0.32
C -3.69 -2.99 0.72
C -3.99 -1.65 1.28
C -2.87 -0.62 1.20
C -1.48 -1.04 0.74
H 1.34 -4.16 -0.90
H -0.34 -4.63 -1.18
H 0.39 -4.88 0.40
H -2.31 -4.36 -0.03
H -4.50 -3.70 0.68
H -4.46 -1.72 2.27
H -2.84 0.06 2.04
H -0.76 -0.77 1.52

Calculated atomic charges, method Mulliken, unit e: number 1, Ti, carries -0.30; number 2, O, carries -0.66; number 3, C, carries 0.47; number 4, C, carries -0.78; number 5, C, carries -0.33; number 6, C, carries -1.18; number 7, C, carries -0.36; number 8, C, carries 0.13; number 9, C, carries 0.74; number 10, O, carries 0.65; number 11, N, carries -0.81; number 12, N, carries 0.34; number 13, C, carries 0.09; number 14, S, carries -0.02; number 15, C, carries -0.56; number 16, C, carries -0.61; number 17, S, carries 0.02; number 18, H, carries 0.57; number 19, H, carries 0.46; number 20, H, carries 0.40; number 21, H, carries 0.44; number 22, H, carries 0.44; number 23, H, carries 0.40; number 24, H, carries 0.33; number 25, H, carries 0.31; number 26, H, carries 0.41; number 27, O, carries -0.63; number 28, C, carries 0.11; number 29, O, carries -0.38; number 30, C, carries 0.31; number 31, C, carries -0.92; number 32, C, carries -0.82; number 33, C, carries 0.09; number 34, C, carries -0.24; number 35, C, carries -0.80; number 36, O, carries 2.18; number 37, N, carries 1.68; number 38, O, carries -0.53; number 39, O, carries -0.89; number 40, N, carries 1.04; number 41, O, carries -0.61; number 42, O, carries -0.60; number 43, H, carries 0.73; number 44, H, carries 0.74; number 45, C, carries -1.12; number 46, N, carries 0.12; number 47, C, carries 0.51; number 48, S, carries -0.54; number 49, N, carries -0.05; number 50, C, carries -0.94; number 51, H, carries 0.31; number 52, H, carries 0.37; number 53, H, carries 0.37; number 54, H, carries 0.06; number 55, H, carries 0.22; number 56, H, carries 0.38; number 57, H, carries 0.33; number 58, H, carries 0.28; number 59, C, carries -1.79; number 60, C, carries 0.64; number 61, O, carries -0.56; number 62, C, carries 0.25; number 63, C, carries -0.69; number 64, C, carries -1.53; number 65, C, carries 0.45; number 66, C, carries -0.86; number 67, C, carries -0.14; number 68, H, carries 0.38; number 69, H, carries 0.49; number 70, H, carries 0.35; number 71, H, carries 0.44; number 72, H, carries 0.44; number 73, H, carries 0.54; number 74, H, carries 0.52; number 75, H, carries 0.78